DFT (wB97M-V/def2-TZVPD) results for a structure of composition C32H42BCoN6OS.

Positions of all 84 atoms, in Å:
Co 0.323 -0.076 0.451
C 2.533 -0.817 -2.877
C 3.330 -1.126 -1.608
C 3.720 0.149 -0.865
C 2.557 -2.074 -0.741
C 2.761 -3.447 -0.594
C 1.732 -3.875 0.221
N 0.976 -2.821 0.542
N 1.481 -1.701 -0.044
B -0.352 -2.803 1.339
N -0.190 -1.879 2.570
C -0.348 -2.177 3.863
C -0.168 -1.026 4.604
C 0.113 -0.033 3.665
N 0.085 -0.555 2.436
C 0.411 1.415 3.914
C 1.866 1.734 3.561
C -0.590 2.318 3.194
N -1.476 -2.241 0.427
C -2.599 -2.831 0.001
C -3.265 -1.959 -0.837
C -2.464 -0.816 -0.885
N -1.385 -1.002 -0.120
C -2.686 0.465 -1.636
C -2.866 1.643 -0.677
C -1.556 0.726 -2.631
H 3.101 -0.168 -3.546
H 2.282 -1.733 -3.413
H 1.596 -0.313 -2.629
H 4.243 -1.651 -1.897
H 2.825 0.679 -0.531
H 4.333 -0.071 0.010
H 4.278 0.819 -1.522
H 3.545 -4.037 -1.034
H 1.485 -4.855 0.592
H -0.631 -3.912 1.693
H -0.578 -3.184 4.165
H -0.222 -0.912 5.672
H 0.280 1.570 4.988
H 2.087 1.451 2.529
H 2.076 2.798 3.675
H 2.548 1.177 4.203
H -0.545 2.180 2.111
H -1.611 2.094 3.505
H -0.389 3.367 3.418
H -2.848 -3.827 0.327
H -4.202 -2.118 -1.342
H -3.615 0.334 -2.195
H -1.947 1.821 -0.114
H -3.101 2.553 -1.231
H -3.670 1.458 0.036
H -0.611 0.870 -2.103
H -1.433 -0.105 -3.326
H -1.751 1.633 -3.206
O 0.662 1.801 -0.106
S 1.109 3.190 0.371
C -0.117 4.290 -0.362
C 0.196 5.716 -0.006
C 0.071 6.162 1.307
C 0.385 7.471 1.634
C 0.823 8.347 0.649
C 0.940 7.911 -0.663
C 0.633 6.599 -0.989
C 2.591 3.654 -0.541
C 2.512 3.789 -2.036
C 3.100 4.906 -2.625
C 3.084 5.069 -4.002
C 2.470 4.119 -4.806
C 1.885 3.003 -4.225
C 1.912 2.834 -2.848
H -1.057 3.942 0.068
H -0.121 4.114 -1.438
H -0.284 5.483 2.074
H 0.278 7.812 2.655
H 1.063 9.370 0.903
H 1.263 8.596 -1.436
H 0.710 6.262 -2.016
H 3.335 2.926 -0.213
H 2.852 4.613 -0.083
H 3.572 5.656 -2.001
H 3.547 5.941 -4.445
H 2.455 4.245 -5.880
H 1.411 2.252 -4.845
H 1.459 1.960 -2.405

* LUMO energy (spin up / spin down): -1.589 / -2.432 eV
* HOMO-LUMO gap (spin up / spin down): 9.9402 / 9.0947 eV
* relative energy (zero: lowest compared OMol25 entry of this formula, charge and spin): 4.8 kJ/mol
* multiplicity: 4
* highest occupied orbital energy (spin up / spin down): -0.4237 / -0.4236 Eh
* ⟨S²⟩: 3.7558
* net charge: +1

DFT (wB97M-V/def2-TZVPD) results for a cluster of 3 separate species, C32H42Cl2F2O8Si in total at a distorted geometry.

Positions of all 87 atoms, in Å:
C -3.757 0.204 3.957
C -4.895 1.189 3.920
Cl -5.584 1.582 5.472
C -5.332 1.738 2.786
Cl -6.642 2.929 2.965
C -4.900 1.623 1.345
C -6.091 1.381 0.339
O -7.261 1.224 0.545
O -5.461 1.316 -0.875
C -4.039 1.398 -0.717
C -3.737 0.815 0.730
C -2.330 1.396 0.986
C -2.046 2.750 0.905
C -0.793 3.247 1.124
C 0.255 2.428 1.463
C -0.006 1.081 1.581
C -1.267 0.593 1.355
C -3.787 -0.699 0.515
F -5.035 -1.134 0.147
F -3.515 -1.439 1.643
C -2.826 -1.251 -0.589
C -1.981 -2.473 -0.196
Si -2.825 -4.180 -0.421
C -4.644 -4.074 -0.897
C -1.951 -5.060 -1.865
C -2.505 -5.269 1.091
C -1.575 -4.959 2.060
C -1.351 -5.778 3.142
C -2.050 -6.960 3.258
C -2.972 -7.295 2.300
C -3.205 -6.459 1.238
H -3.370 0.186 4.984
H -2.906 0.424 3.320
H -4.161 -0.801 3.813
H -4.629 2.664 1.119
H -3.897 2.483 -0.789
H -3.441 1.047 -1.557
H -2.843 3.438 0.640
H -0.574 4.307 1.024
H 1.261 2.785 1.657
H 0.759 0.364 1.864
H -1.443 -0.470 1.472
H -2.145 -0.457 -0.910
H -3.417 -1.495 -1.477
H -1.520 -2.454 0.793
H -1.139 -2.509 -0.903
H -4.840 -3.261 -1.603
H -5.299 -3.962 -0.028
H -4.904 -4.999 -1.427
H -1.964 -4.398 -2.740
H -0.900 -5.194 -1.581
H -2.425 -6.020 -2.076
H -0.974 -4.055 2.005
H -0.610 -5.486 3.879
H -1.831 -7.593 4.112
H -3.516 -8.228 2.413
H -3.947 -6.769 0.505
C 7.557 1.086 1.217
C 6.720 1.545 0.041
O 5.451 2.066 0.471
C 5.477 3.298 0.977
O 6.443 4.002 1.097
O 4.231 3.613 1.349
C 4.120 4.883 1.996
H 6.997 0.378 1.830
H 8.473 0.608 0.870
H 7.829 1.924 1.858
H 6.494 0.698 -0.602
H 7.247 2.282 -0.564
H 4.560 5.673 1.391
H 4.595 4.847 2.976
H 3.060 5.086 2.125
C 6.533 3.043 -6.935
C 6.161 1.697 -6.349
O 6.053 1.756 -4.920
C 4.931 2.305 -4.453
O 4.020 2.732 -5.112
O 5.001 2.313 -3.120
C 3.896 2.954 -2.479
H 7.437 3.429 -6.461
H 6.703 2.960 -8.008
H 5.743 3.776 -6.768
H 6.947 0.975 -6.561
H 5.238 1.311 -6.784
H 2.947 2.540 -2.815
H 3.928 4.028 -2.665
H 3.996 2.779 -1.412

* LUMO energy: 0.257 eV
* HOMO-LUMO gap: 9.2949 eV
* highest occupied orbital energy: -0.3322 Eh

DFT (wB97M-V/def2-TZVPD) results for a structure of composition C32H42FN2O5PRuSSi at a distorted geometry.

Positions of all 86 atoms, in Å:
Ru 0.642 0.300 -0.335
C 2.165 3.430 -1.480
Si 0.258 3.441 -1.457
C -0.413 3.382 -3.248
C -0.296 5.099 -0.661
N -0.313 2.085 -0.499
C -1.325 2.224 0.399
C -2.457 3.030 0.169
C -3.442 3.194 1.120
C -3.352 2.571 2.355
C -2.261 1.757 2.620
C -1.295 1.587 1.656
F -0.239 0.784 1.951
H 2.554 4.173 -2.168
H 2.552 2.463 -1.796
H 2.568 3.657 -0.496
H -0.063 4.253 -3.793
H -1.498 3.387 -3.278
H -0.072 2.497 -3.776
H 0.455 5.868 -0.822
H -0.463 5.015 0.408
H -1.218 5.452 -1.111
H -2.555 3.517 -0.786
H -4.301 3.810 0.899
H -4.116 2.713 3.104
H -2.146 1.238 3.561
O 2.038 1.379 1.065
N 3.329 1.441 1.011
C 3.968 2.097 1.996
C 5.332 2.228 2.015
C 6.084 1.655 0.989
C 5.426 0.977 -0.007
C 4.029 0.875 -0.015
S 3.197 0.085 -1.276
H 3.320 2.501 2.760
H 5.805 2.764 2.819
H 7.159 1.736 0.983
H 5.951 0.497 -0.814
C 0.024 -1.580 4.811
C -0.017 -2.576 3.646
C 1.390 -3.051 3.303
C -0.919 -3.767 3.984
O -0.583 -1.846 2.562
P -0.327 -2.195 1.010
O -0.499 -3.621 0.682
O 0.986 -1.542 0.578
O -1.439 -1.199 0.357
C -2.793 -1.646 0.167
C -3.630 -0.390 -0.095
C -3.299 -2.358 1.418
C -2.840 -2.579 -1.042
H 0.456 -2.044 5.694
H -0.983 -1.238 5.043
H 0.624 -0.720 4.524
H 1.850 -3.525 4.167
H 1.993 -2.201 2.992
H 1.344 -3.757 2.478
H -0.537 -4.292 4.858
H -0.949 -4.448 3.137
H -1.930 -3.423 4.192
H -3.793 0.164 0.825
H -4.589 -0.672 -0.519
H -3.113 0.253 -0.799
H -3.072 -1.754 2.293
H -2.804 -3.318 1.520
H -4.374 -2.508 1.359
H -2.605 -2.031 -1.952
H -3.829 -3.019 -1.135
H -2.102 -3.363 -0.904
C 1.916 -3.469 -4.405
C 2.248 -3.268 -3.061
C 1.637 -2.283 -2.331
C 0.652 -1.444 -2.893
C 0.013 -0.391 -2.174
C -1.057 0.240 -2.772
C -1.465 -0.050 -4.083
C -0.782 -0.972 -4.824
C 0.272 -1.703 -4.244
C 0.941 -2.703 -4.979
H 2.422 -4.238 -4.971
H 2.998 -3.892 -2.598
H 1.882 -2.179 -1.286
H -1.611 0.999 -2.238
H -2.308 0.482 -4.500
H -1.050 -1.179 -5.852
H 0.644 -2.862 -6.006

* LUMO energy (spin up / spin down): -0.086 / -1.737 eV
* HOMO-LUMO gap (spin up / spin down): 7.7761 / 6.0233 eV
* relative energy (zero: lowest compared OMol25 entry of this formula, charge and spin): 110.0 kJ/mol
* multiplicity: 5
* highest occupied orbital energy (spin up / spin down): -0.2889 / -0.2852 Eh
* ⟨S²⟩: 6.0437